Below is C28H36N5O7Sn as an isolated structure, with properties calculated with ωB97M-V/def2-TZVPD.

Properties
LUMO: 2.6 eV
ΔE to the lowest compared entry with this formula, charge and spin: 4.1 kJ/mol
E_HOMO: -5.446 eV
Charge: -1
E: -57239.99851 eV
HOMO-LUMO gap: 8.07 eV

Positions of all 77 atoms, in Å:
C1 2.2777 -1.8941 3.3878
C2 -1.9838 2.3850 1.3866
H1 3.7491 -2.5038 0.0253
C3 1.3138 2.7734 -1.7325
H2 -6.4873 -0.3835 -1.3615
H3 0.3120 0.9239 -3.1682
C4 -2.1530 3.8141 3.8192
C5 0.7399 -2.4143 1.8308
H4 2.4422 -3.3406 -3.3055
H5 3.2458 -4.9788 0.3025
C6 -2.9208 1.7350 -0.8059
H6 3.2665 -2.1558 3.7623
C7 -5.1263 1.2674 -1.6568
H7 4.9458 -5.0697 -2.8887
C8 -6.5108 0.7027 -1.4795
H8 4.0213 -3.1472 -4.1034
H9 1.4639 -3.3378 4.8123
C9 -4.1925 1.1848 -0.6163
H10 -1.5632 2.7034 -2.1558
O1 0.6687 3.3173 -2.6355
H11 2.5596 3.1867 1.3408
C10 3.8526 -4.9441 -2.9099
N1 6.0260 -1.3134 -2.2018
H12 -5.2101 1.1035 1.2892
C11 -3.4846 2.3527 -3.0566
H13 3.6071 3.2111 0.0599
H14 0.6726 -1.7643 4.8623
H15 4.8354 -4.7145 -0.4609
H16 -1.0435 1.2553 0.0049
H17 0.7266 3.7050 0.0807
H18 -5.4905 1.8981 -3.6669
O2 2.1460 -2.4279 2.0776
H19 -3.6566 0.2747 1.2512
C12 -3.1943 3.8518 2.8979
H20 -0.1708 3.0593 4.1673
C13 -1.0211 3.0894 3.4988
H21 0.5425 -2.9743 0.9197
C14 -4.5496 0.4906 0.6689
H22 1.9853 0.6728 -3.6219
N2 3.9619 -2.6788 -2.0640
C15 5.0647 -1.9569 -2.1275
H23 1.9216 4.6107 -0.8351
C16 1.6524 3.6099 -0.4917
C17 -3.1136 3.1610 1.7069
C18 3.5202 -3.4861 -3.1975
C19 -0.9041 2.3783 2.3066
C20 0.4203 1.7145 2.0511
C21 -2.5644 2.3074 -2.0250
N3 2.6665 2.9834 0.3540
C22 0.1330 -2.9855 3.1100
H24 -0.8831 -2.6271 3.2745
H25 2.3213 -3.0008 -0.8662
H26 -3.9251 3.2202 0.9941
Sn1 2.4061 0.4769 0.0811
O3 3.2996 -5.3779 -1.6817
H27 -4.0840 4.4347 3.1066
H28 -3.2047 2.7884 -4.0072
O4 1.0362 -1.7159 -3.1461
H29 -7.1336 0.9311 -2.3440
O5 0.4972 1.0081 0.9654
H30 3.4395 -5.5939 -3.6820
H31 2.1931 -0.8009 3.3502
N4 -1.9429 1.6704 0.2183
C23 1.1199 -2.5046 4.1993
C24 3.7493 -4.5911 -0.5823
C25 1.1978 -0.8269 -2.3200
H32 0.4015 -1.3839 1.6755
O6 1.2946 -1.0200 -1.0424
C26 -4.7630 1.8502 -2.8642
C27 3.3999 -3.1321 -0.7910
N5 1.7081 1.4986 -1.6930
C28 1.2909 0.6307 -2.7785
H33 -5.0689 -0.4484 0.4712
O7 1.3616 1.8742 2.8273
H34 -2.2178 4.3545 4.7542
H35 -6.9994 1.1086 -0.5908
H36 0.1060 -4.0747 3.0656

Force components x, y, z for each atom (eV/Å):
C -0.024 0.025 0.016
C 0.005 -0.001 0.035
H 0.055 -0.017 0.001
C -0.029 -0.020 0.104
H 0.002 -0.001 0.001
H -0.005 0.009 0.015
C 0.001 -0.002 0.004
C 0.056 0.018 0.022
H 0.110 0.012 0.001
H 0.012 0.003 0.012
C 0.062 0.000 0.002
H -0.004 -0.019 -0.007
C 0.000 -0.004 0.003
H 0.005 -0.032 0.010
C -0.007 0.004 0.001
H -0.010 0.017 -0.004
H -0.006 0.002 0.003
C -0.020 -0.006 0.001
H 0.001 0.032 -0.010
O 0.020 -0.014 0.012
H -0.030 0.004 0.002
C 0.106 0.080 -0.075
N -0.012 0.020 0.006
H 0.001 -0.006 -0.001
C -0.001 -0.003 0.002
H -0.005 0.030 -0.003
H 0.001 0.004 -0.006
H -0.001 0.003 -0.012
H 0.012 0.027 -0.010
H 0.002 0.000 -0.012
H 0.001 0.004 0.001
O -0.071 0.005 -0.073
H -0.008 -0.004 0.001
C 0.000 -0.002 -0.005
H 0.004 -0.003 -0.005
C -0.014 0.011 0.009
H 0.012 -0.054 0.030
C -0.015 -0.003 -0.007
H -0.013 -0.003 -0.016
N -0.184 0.186 -0.001
C 0.108 -0.091 0.023
H 0.008 -0.001 0.010
C 0.009 -0.076 -0.097
C -0.004 0.004 0.008
C 0.016 -0.241 -0.031
C 0.000 0.050 -0.038
C -0.024 -0.119 0.048
C 0.001 -0.037 0.026
N -0.041 0.022 -0.062
C 0.010 0.027 0.031
H -0.001 -0.003 0.001
H -0.003 -0.043 0.058
H 0.011 0.008 0.007
Sn 0.141 0.013 0.096
O -0.039 -0.039 0.098
H 0.001 0.003 -0.001
H 0.002 0.003 0.003
O -0.152 0.110 -0.023
H 0.001 0.000 -0.001
O -0.009 -0.031 0.000
H 0.000 0.003 -0.005
H -0.009 0.001 -0.004
N 0.020 -0.013 -0.027
C -0.006 -0.011 -0.021
C -0.020 -0.012 -0.092
C -0.028 0.071 0.100
H 0.002 0.009 -0.036
O -0.128 0.037 -0.077
C -0.007 -0.005 -0.004
C 0.047 -0.028 0.035
N 0.026 0.052 -0.054
C 0.057 -0.003 -0.001
H 0.002 -0.002 -0.005
O -0.005 0.040 -0.013
H -0.001 -0.003 0.002
H -0.001 -0.001 -0.001
H 0.006 0.000 -0.002